# 1
This record from the OMol25 dataset describes a 2-piece molecular cluster, C2H7N3 overall. The level of theory is the ωB97M-V functional and the def2-TZVPD basis.

Geometry (Å):
H (-1.45, 1.73, 2.44)
N (-0.63, 1.21, 2.76)
C (-0.99, 0.10, 3.25)
N (-2.28, -0.37, 3.44)
H (-0.19, -0.57, 3.57)
H (-3.00, 0.29, 3.19)
H (-2.44, -0.94, 4.25)
C (1.93, 0.04, -5.09)
N (2.33, -0.91, -4.35)
H (1.53, -0.18, -6.09)
H (2.35, 1.04, -5.05)
H (2.19, -1.79, -4.84)

Values from the calculation:
* energy above the lowest of the compared OMol25 structures with the same formula, charge and spin: 163.4 kJ/mol
* 2S+1: 1
* M: 73.10 u
* gap between HOMO and LUMO: 10.6 eV
* LUMO energy: 1.124 eV
* highest occupied orbital energy: -9.43 eV
* SMILES: [H]/N=C\N.C=N
* energy: -244.61315 a.u.

***

# 2
This record from the OMol25 dataset describes C6H9N in the gas phase. The level of theory is the ωB97M-V functional and the def2-TZVPD basis.

Geometry (Å):
C (2.35, -1.05, 0.30)
C (1.68, 0.21, 0.01)
N (1.59, 1.41, -0.46)
C (0.34, 0.68, -0.04)
C (-0.97, 1.22, 0.95)
C (-1.03, 0.70, -0.50)
C (-1.78, -0.56, -0.71)
H (3.37, -1.06, -0.13)
H (1.56, -1.90, -0.05)
H (2.48, -1.19, 1.41)
H (-1.12, 2.20, 1.07)
H (-1.22, 0.61, 1.86)
H (-1.26, 1.52, -1.22)
H (-1.49, -1.54, -0.20)
H (-1.69, -0.85, -1.80)
H (-2.83, -0.41, -0.48)

Values from the calculation:
* energy above the lowest of the compared OMol25 structures with the same formula, charge and spin: 437.7 kJ/mol
* 2S+1: 1
* M: 95.14 u
* gap between HOMO and LUMO: 9.1 eV
* LUMO energy: 0.870 eV
* highest occupied orbital energy: -8.25 eV
* SMILES: CC1=N[C@]12C[C@@H]2C
* energy: -288.61531 a.u.

***

# 3
This record from the OMol25 dataset describes H2NO4P in the gas phase. The level of theory is the ωB97M-V functional and the def2-TZVPD basis.

Geometry (Å):
N (1.24, -0.27, 0.06)
O (1.38, 0.31, 1.13)
O (1.93, -1.18, -0.40)
O (-0.48, 1.58, -0.08)
O (-1.46, -1.08, 0.02)
P (-0.30, 0.24, -0.87)
H (-0.04, 1.70, 0.74)
H (-2.27, -1.29, -0.61)

Values from the calculation:
* energy above the lowest of the compared OMol25 structures with the same formula, charge and spin: 244.1 kJ/mol
* 2S+1: 1
* M: 110.99 u
* gap between HOMO and LUMO: 10.0 eV
* LUMO energy: -0.789 eV
* highest occupied orbital energy: -10.77 eV
* energy: -698.18440 a.u.